# 1
Below is one molecule with the formula C5H12N2O in a non-equilibrium geometry, with properties calculated with ωB97M-V with the def2-TZVPD basis set.

- Calculated total energy: -10405.771 eV
- HOMO energy: -0.248 hartree
- LUMO: 0.028 hartree
- SMILES string: C/C=C(\N)N(C)CO
- Total charge: 0
- Energy above the lowest of the compared OMol25 structures with the same formula, charge and spin: 61.18 kcal per mole
- Multiplicity: 1

Each line ends with the Löwdin charge.
Positions of all 20 atoms, in Å:
C  2.598  0.207  -0.935  -0.140
C  1.105  0.313  -0.810  -0.156
C  0.424  0.057  0.342  -0.411
N  1.089  -0.273  1.521  0.129
N  -0.948  -0.072  0.319  -0.103
C  -1.693  -0.232  1.547  -0.098
C  -1.559  -0.384  -1.164  -0.178
O  -1.866  0.777  -1.851  -0.039
H  2.955  -0.794  -0.680  0.066
H  2.904  0.415  -1.959  0.063
H  3.123  0.920  -0.288  0.062
H  0.579  0.775  -1.628  0.077
H  0.603  -0.288  2.403  0.073
H  2.071  -0.041  1.513  0.080
H  -2.758  -0.190  1.318  0.082
H  -1.459  0.568  2.258  0.085
H  -1.486  -1.192  2.040  0.082
H  -0.899  -0.977  -1.798  0.120
H  -2.446  -0.960  -0.891  0.107
H  -2.337  1.371  -1.255  0.100

---

# 2
Below is C4H14NO3 as an isolated structure in a non-equilibrium geometry, with properties calculated with ωB97M-V with the def2-TZVPD basis set.

- Calculated total energy: -12008.218 eV
- HOMO energy: -0.145 hartree
- LUMO: 0.142 hartree
- Total charge: -1
- Energy above the lowest of the compared OMol25 structures with the same formula, charge and spin: 15.63 kcal per mole
- Multiplicity: 1

Each line ends with the Löwdin charge.
Positions of all 22 atoms, in Å:
C  -0.485  -0.472  1.271  -0.360
O  0.010  -1.744  1.048  -0.278
C  -1.039  0.133  -0.070  -0.430
C  -1.630  1.503  0.219  -0.231
C  -0.505  2.605  0.234  -0.105
N  -2.012  -0.720  -0.746  0.023
H  0.214  0.322  1.612  0.098
H  -1.264  -0.649  2.026  0.095
H  -0.139  0.228  -0.693  0.121
H  -2.044  1.518  1.238  0.090
H  -2.456  1.823  -0.405  0.086
H  -0.510  3.021  1.233  0.050
H  0.492  2.178  0.114  0.064
H  -0.769  3.319  -0.536  0.052
H  -2.765  -0.912  -0.084  0.063
H  -1.637  -1.622  -1.008  0.055
H  1.499  -2.327  -1.368  -0.002
H  0.900  -1.785  0.103  -0.010
O  1.728  -1.672  -0.698  -0.229
H  3.419  -1.925  -0.930  -0.027
H  4.670  -0.967  -1.238  0.002
O  4.325  -1.856  -1.320  -0.127